198
Properties=species:S:1:pos:R:3:forces:R:3 method="wB97M-V/def2-TZVPD" smiles=CCN(CC)CC.CCN(CC)CC.CCN(CC)CC.CCN(CC)CC.CCN(CC)CC.CCN(CC)CC.CCN(CC)CC.CCN(CC)CC.CCN(CC)CC e_tot_ha=-2631.1063 gap_ev=8.76 charge=0 e_above_lowest_kcal_mol=10.49 lumo_ev=0.6
C -1.256 -0.789 -1.640 -0.3 -0.2 -0.1
C -0.241 -0.798 -0.491 0.5 0.6 -0.9
N 0.075 0.516 0.055 0.1 0.0 0.5
C -1.019 1.205 0.700 -0.5 -0.9 0.1
C -1.655 0.387 1.837 0.6 0.7 -0.5
C 0.844 1.392 -0.827 0.2 -1.0 0.5
C 2.278 0.898 -1.047 -0.2 -0.2 0.2
H -1.100 -1.645 -2.302 0.0 0.0 0.1
H -1.158 0.108 -2.252 0.0 0.0 0.0
H -2.301 -0.842 -1.322 0.0 0.1 0.1
H -0.544 -1.502 0.283 0.2 0.1 0.2
H 0.711 -1.113 -0.923 -0.1 -0.5 0.2
H -0.614 2.123 1.125 -0.2 0.2 -0.1
H -1.855 1.404 0.001 0.2 0.5 -0.1
H -2.180 -0.476 1.437 -0.2 0.0 0.1
H -0.877 0.063 2.531 -0.2 0.0 0.1
H -2.343 1.085 2.315 -0.2 -0.4 0.3
H 0.899 2.333 -0.278 -0.1 0.3 -0.4
H 0.358 1.484 -1.809 0.0 0.5 0.1
H 2.854 1.710 -1.492 0.1 -0.2 -0.2
H 2.305 -0.002 -1.663 0.1 0.3 -0.3
H 2.762 0.590 -0.118 -0.2 0.3 0.2
C 2.268 3.377 3.140 0.4 -0.9 0.1
C 3.295 3.288 2.015 -0.5 -0.1 -0.8
N 4.673 3.306 2.432 0.4 0.0 0.6
C 5.540 2.888 1.344 -0.3 -0.7 -0.4
C 5.754 1.371 1.312 0.7 0.0 -0.1
C 5.059 4.534 3.108 -0.3 0.2 -0.3
C 6.404 4.452 3.807 -0.3 -0.1 0.4
H 1.405 2.745 2.921 -0.2 0.5 -0.3
H 1.984 4.400 3.374 -0.1 0.0 0.2
H 2.677 2.858 4.014 0.2 0.4 0.1
H 3.155 2.359 1.452 -0.1 -0.1 0.3
H 3.094 4.064 1.243 0.1 0.1 0.2
H 5.060 3.129 0.381 0.3 0.4 0.0
H 6.514 3.372 1.370 -0.1 0.2 0.2
H 4.920 0.852 0.843 -0.1 -0.1 0.2
H 6.650 1.150 0.720 -0.2 0.0 -0.2
H 5.986 0.960 2.295 -0.4 0.1 0.1
H 4.312 4.735 3.880 0.0 0.0 -0.1
H 5.001 5.397 2.414 0.2 0.0 0.0
H 6.607 5.402 4.303 0.2 0.1 -0.2
H 7.226 4.169 3.154 0.1 0.2 0.0
H 6.344 3.713 4.611 0.0 -0.1 -0.1
C -2.864 -4.534 -7.010 -0.2 0.9 -0.1
C -3.069 -5.470 -5.829 0.4 0.0 -0.4
N -1.856 -6.224 -5.520 -0.1 0.1 -0.2
C -0.870 -5.436 -4.807 0.9 -0.3 -0.2
C -1.188 -5.043 -3.364 -0.6 0.0 0.1
C -2.124 -7.510 -4.901 -0.7 0.0 -0.1
C -2.710 -8.521 -5.885 0.6 -0.5 0.1
H -1.929 -3.970 -6.958 0.1 -0.2 0.2
H -3.636 -3.757 -6.998 -0.1 -0.2 -0.1
H -2.885 -5.006 -7.992 0.0 -0.3 0.1
H -3.409 -4.882 -4.965 -0.1 -0.1 0.1
H -3.854 -6.175 -6.099 -0.1 0.0 0.2
H 0.038 -6.054 -4.808 -0.1 0.0 0.2
H -0.567 -4.586 -5.423 -0.3 0.2 0.1
H -0.285 -4.795 -2.809 0.0 -0.1 0.0
H -1.885 -4.208 -3.244 0.1 0.1 -0.3
H -1.697 -5.879 -2.875 0.3 0.0 0.2
H -2.824 -7.399 -4.051 0.1 -0.1 0.0
H -1.199 -7.942 -4.518 0.1 0.2 0.1
H -3.175 -9.342 -5.335 -0.2 0.1 0.0
H -1.892 -8.974 -6.451 -0.1 0.1 -0.2
H -3.419 -8.110 -6.599 -0.1 0.1 0.1
C 3.347 -5.257 2.386 0.1 0.2 -0.3
C 2.399 -4.071 2.396 -0.8 -0.1 0.1
N 2.589 -3.119 3.480 0.5 0.0 0.2
C 2.350 -3.664 4.805 0.3 0.4 0.4
C 3.078 -2.869 5.898 -0.2 -0.7 0.4
C 1.822 -1.920 3.245 -0.7 0.4 -0.6
C 2.458 -0.945 2.269 0.2 0.3 0.3
H 4.299 -4.998 1.923 0.0 0.0 0.1
H 2.896 -6.054 1.793 0.1 -0.1 0.0
H 3.548 -5.639 3.383 0.0 -0.1 0.0
H 2.461 -3.539 1.446 0.2 0.1 0.0
H 1.346 -4.431 2.407 0.1 -0.1 0.1
H 2.746 -4.675 4.853 -0.2 -0.1 0.0
H 1.277 -3.707 5.067 0.0 -0.1 -0.3
H 4.141 -3.111 5.894 0.1 0.3 -0.2
H 2.703 -3.219 6.867 0.0 0.1 0.0
H 2.918 -1.793 5.873 0.1 0.0 -0.2
H 0.829 -2.190 2.823 0.1 -0.1 0.1
H 1.572 -1.377 4.157 0.3 -0.2 0.2
H 1.738 -0.152 2.056 0.0 -0.1 -0.3
H 3.341 -0.450 2.682 0.1 -0.2 0.1
H 2.756 -1.451 1.352 -0.1 0.1 -0.2
C -3.120 2.679 -3.435 0.6 0.9 -0.8
C -4.346 1.806 -3.521 0.1 -0.4 0.6
N -4.059 0.382 -3.559 0.1 -0.2 0.2
C -3.628 -0.069 -4.865 0.2 0.4 -1.0
C -3.301 -1.546 -4.955 -0.3 -0.5 0.2
C -5.201 -0.388 -3.089 0.1 -0.2 0.1
C -5.574 -0.153 -1.634 -1.1 0.0 0.2
H -3.455 3.721 -3.438 0.1 0.0 0.2
H -2.438 2.620 -4.292 -0.3 -0.3 -0.1
H -2.464 2.526 -2.576 -0.4 -0.2 0.3
H -4.905 1.967 -2.598 -0.1 0.1 -0.1
H -4.998 2.100 -4.361 0.1 0.1 0.0
H -4.370 0.198 -5.651 -0.2 -0.2 0.2
H -2.742 0.479 -5.203 0.0 0.1 0.5
H -4.200 -2.166 -4.980 0.0 0.0 0.1
H -2.755 -1.792 -5.865 0.1 0.2 0.0
H -2.711 -1.864 -4.092 0.1 0.0 -0.1
H -4.940 -1.444 -3.147 0.0 0.0 -0.3
H -6.071 -0.216 -3.751 -0.1 -0.1 0.1
H -4.721 -0.013 -0.971 0.1 0.0 -0.1
H -6.159 -1.014 -1.294 0.3 -0.1 0.1
H -6.301 0.651 -1.479 0.4 0.3 -0.1
C -3.435 6.067 -1.675 -0.2 0.0 0.1
C -3.408 5.339 -0.340 -0.3 0.2 0.2
N -2.256 5.723 0.476 0.4 -0.5 -0.2
C -1.044 5.111 -0.080 0.4 0.6 0.1
C 0.240 5.736 0.472 -0.3 -0.3 0.6
C -2.432 5.297 1.868 -0.5 0.3 -0.6
C -3.435 6.190 2.571 -0.1 -0.5 1.1
H -4.360 5.862 -2.218 0.1 -0.2 0.0
H -2.594 5.773 -2.298 0.0 0.1 -0.2
H -3.419 7.143 -1.502 0.2 0.0 0.0
H -4.311 5.601 0.212 0.0 0.1 0.0
H -3.474 4.242 -0.480 0.2 0.0 -0.1
H -1.078 4.024 0.085 0.2 0.0 -0.2
H -1.004 5.324 -1.147 -0.2 -0.3 -0.1
H 1.126 5.249 0.062 0.0 0.1 -0.2
H 0.235 6.807 0.273 0.2 0.0 -0.2
H 0.327 5.632 1.557 0.0 -0.1 0.0
H -1.473 5.344 2.374 0.1 0.0 0.1
H -2.778 4.248 1.893 0.1 0.0 0.1
H -4.461 5.982 2.275 0.0 0.2 -0.2
H -3.212 7.249 2.480 0.1 0.0 -0.3
H -3.406 5.950 3.642 0.0 0.1 -0.1
C -3.242 -3.218 2.096 0.6 -0.3 -0.6
C -3.509 -3.460 0.608 -0.4 0.9 0.5
N -4.605 -4.402 0.397 0.8 -0.2 0.0
C -4.469 -5.062 -0.894 -1.1 -0.4 0.0
C -4.722 -4.208 -2.139 1.0 0.1 0.0
C -5.881 -3.745 0.612 -0.5 0.0 -0.8
C -7.102 -4.580 0.248 -0.1 -0.4 0.7
H -2.486 -2.437 2.196 -0.2 0.1 0.1
H -2.799 -4.118 2.526 -0.3 0.0 0.2
H -4.152 -2.931 2.613 0.1 0.0 0.2
H -3.764 -2.475 0.160 0.0 -0.1 -0.1
H -2.591 -3.759 0.098 -0.1 -0.4 0.1
H -3.501 -5.563 -0.909 0.2 0.2 -0.2
H -5.198 -5.877 -0.932 0.1 -0.1 0.1
H -4.644 -4.856 -3.013 -0.2 0.1 -0.1
H -5.677 -3.689 -2.132 -0.2 -0.2 0.0
H -3.940 -3.446 -2.241 -0.1 0.0 0.0
H -5.919 -2.835 -0.012 0.0 0.2 0.3
H -6.002 -3.467 1.657 0.3 0.2 0.0
H -7.158 -5.465 0.892 0.1 0.0 -0.1
H -7.132 -4.925 -0.780 0.0 0.2 -0.2
H -8.005 -4.009 0.470 0.0 0.1 -0.2
C 0.287 3.751 8.834 0.3 -0.5 0.0
C 0.010 4.433 7.502 0.1 0.1 0.3
N -1.356 4.201 7.052 -0.2 0.0 -0.4
C -2.297 5.086 7.714 -0.4 0.1 0.2
C -3.688 4.475 7.743 -0.3 0.0 0.2
C -1.444 4.340 5.593 0.8 -0.1 0.4
C -1.067 3.057 4.859 0.2 0.1 -0.7
H 0.419 2.679 8.668 -0.2 0.0 0.0
H -0.519 3.857 9.559 0.0 0.2 0.0
H 1.218 4.092 9.293 -0.1 0.2 0.0
H 0.225 5.516 7.559 -0.1 0.0 0.0
H 0.723 4.033 6.777 -0.2 0.0 -0.1
H -2.343 6.088 7.252 0.2 -0.1 -0.1
H -1.966 5.245 8.742 0.0 0.0 0.0
H -4.437 5.154 8.161 0.2 0.1 0.0
H -3.674 3.583 8.369 0.0 -0.1 -0.1
H -4.050 4.199 6.751 0.1 -0.1 0.0
H -2.434 4.643 5.260 -0.1 0.0 0.3
H -0.763 5.167 5.324 -0.1 -0.1 -0.3
H -0.347 2.394 5.341 0.0 0.3 0.4
H -1.951 2.453 4.651 0.0 0.0 0.0
H -0.592 3.339 3.915 -0.3 -0.2 -0.1
C 7.866 -1.362 -6.744 0.4 0.3 -0.2
C 8.015 -0.215 -5.757 0.4 0.5 0.3
N 7.467 -0.465 -4.427 -0.1 0.0 0.1
C 8.434 -0.969 -3.471 0.0 -0.2 0.5
C 9.127 -2.246 -3.902 0.3 -0.3 -0.4
C 6.757 0.706 -3.916 -0.5 -0.3 -0.5
C 5.953 0.431 -2.656 0.4 -0.2 0.1
H 6.866 -1.786 -6.681 0.0 0.0 -0.1
H 8.600 -2.151 -6.605 0.0 -0.1 0.2
H 8.040 -0.955 -7.744 -0.2 -0.2 0.0
H 9.062 0.122 -5.653 0.0 -0.3 -0.2
H 7.529 0.671 -6.177 -0.3 -0.1 0.1
H 9.199 -0.222 -3.179 -0.1 0.1 -0.2
H 7.884 -1.188 -2.553 0.1 0.0 0.0
H 8.410 -2.965 -4.302 -0.1 0.0 0.2
H 9.867 -2.093 -4.692 0.0 0.2 0.0
H 9.667 -2.710 -3.076 -0.1 0.1 0.1
H 6.039 0.947 -4.706 0.1 0.3 0.1
H 7.431 1.569 -3.790 0.0 0.0 0.1
H 6.621 0.171 -1.833 -0.2 0.2 0.2
H 5.281 -0.416 -2.803 0.0 0.0 -0.1
H 5.357 1.301 -2.384 0.1 0.0 0.1